A cluster of 12 separate species, C46H86N6O10 in total. Source: the OMol25 dataset; level of theory: ωB97M-V/def2-TZVPD.

The value obtained for the HOMO energy is -0.338 Eh. The SMILES is CNC(C)=O.CNC(C)=O.CNC(C)=O.CNC(C)=O.c1ccncc1.c1ccncc1.C1CCOC1.C1CCOC1.C1CCOC1.C1CCOC1.C1CCOC1.C1CCOC1. The value obtained for the HOMO-LUMO gap is 9.4 eV.

```
148
Properties=species:S:1:pos:R:3:mulliken_charge:R:1
C -6.50 1.08 -4.70 -0.503
C -6.64 1.25 -6.16 -0.482
C -6.75 2.73 -6.33 -0.412
O -5.93 3.20 -5.31 -0.413
C -6.05 2.41 -4.11 -0.362
H -5.75 0.31 -4.50 0.294
H -7.45 0.81 -4.24 0.251
H -7.44 0.78 -6.75 0.339
H -5.74 0.86 -6.64 0.212
H -7.75 3.09 -6.08 0.258
H -6.46 3.17 -7.28 0.311
H -6.64 2.89 -3.33 0.299
H -5.04 2.20 -3.76 0.208
C -4.61 -8.24 -2.98 -0.544
C -3.69 -8.87 -1.92 -0.426
C -3.31 -7.77 -1.02 -0.420
O -3.99 -6.58 -1.42 -0.391
C -5.09 -6.95 -2.24 -0.392
H -5.42 -8.84 -3.39 0.334
H -4.07 -7.96 -3.89 0.245
H -2.83 -9.40 -2.33 0.318
H -4.28 -9.53 -1.28 0.222
H -2.23 -7.67 -0.99 0.267
H -3.63 -8.00 0.00 0.259
H -5.29 -6.10 -2.90 0.262
H -5.92 -7.07 -1.55 0.267
C 0.57 4.79 -8.33 -0.539
C 1.04 4.64 -6.99 -0.514
C 2.33 5.48 -6.90 -0.376
O 2.77 5.32 -8.27 -0.422
C 1.78 4.98 -9.19 -0.367
H -0.12 5.63 -8.30 0.242
H -0.02 3.95 -8.71 0.326
H 1.19 3.59 -6.75 0.251
H 0.26 4.97 -6.30 0.327
H 2.97 5.09 -6.11 0.272
H 2.16 6.53 -6.65 0.267
H 2.03 4.02 -9.64 0.291
H 1.58 5.79 -9.89 0.244
C 1.02 -1.69 -0.47 -0.439
C 1.05 -0.37 -1.16 -0.643
C 0.71 0.74 -0.12 -0.318
O 0.16 -0.10 0.90 -0.427
C -0.14 -1.45 0.50 -0.402
H 1.96 -1.72 0.06 0.244
H 0.86 -2.54 -1.14 0.324
H 0.36 -0.45 -2.00 0.280
H 2.00 -0.14 -1.65 0.345
H 0.04 1.52 -0.45 0.236
H 1.60 1.15 0.35 0.245
H -1.11 -1.37 0.02 0.258
H -0.25 -2.20 1.27 0.297
C -7.58 -3.03 4.09 -0.535
C -8.67 -3.80 4.80 -0.474
C -9.32 -4.73 3.65 -0.376
O -9.26 -3.95 2.51 -0.403
C -8.18 -2.97 2.63 -0.412
H -6.58 -3.47 4.08 0.271
H -7.27 -2.04 4.45 0.317
H -9.35 -3.02 5.14 0.242
H -8.30 -4.41 5.62 0.342
H -10.35 -5.06 3.76 0.266
H -8.75 -5.65 3.47 0.237
H -8.74 -2.06 2.40 0.233
H -7.43 -3.02 1.84 0.293
C 3.97 -8.67 -3.65 -0.438
C 5.19 -9.12 -4.39 -0.517
C 5.09 -8.52 -5.77 -0.410
O 3.71 -8.55 -6.02 -0.441
C 2.95 -8.40 -4.79 -0.455
H 4.12 -7.71 -3.15 0.216
H 3.65 -9.39 -2.90 0.308
H 5.21 -10.21 -4.40 0.258
H 6.15 -8.85 -3.95 0.310
H 5.80 -8.93 -6.49 0.337
H 5.27 -7.45 -5.72 0.266
H 2.00 -8.93 -4.70 0.275
H 2.79 -7.32 -4.85 0.292
C 6.90 4.95 1.57 -0.974
C 7.69 4.25 2.68 0.712
O 7.19 3.31 3.27 -0.626
N 8.73 4.95 3.13 -0.212
C 9.37 4.74 4.37 -0.856
H 6.06 5.50 2.00 0.225
H 6.48 4.25 0.84 0.312
H 7.61 5.56 1.01 0.313
H 9.05 5.78 2.66 0.215
H 9.10 3.74 4.70 0.323
H 9.10 5.54 5.06 0.275
H 10.45 4.72 4.27 0.292
C -7.43 4.96 7.28 -0.921
C -6.16 4.69 6.55 0.598
O -5.09 4.90 7.15 -0.630
N -6.18 4.27 5.22 -0.177
C -5.09 3.94 4.29 -0.817
H -7.51 3.96 7.71 0.251
H -8.32 5.21 6.70 0.334
H -7.21 5.69 8.06 0.275
H -7.07 4.12 4.77 0.227
H -4.47 3.13 4.67 0.270
H -4.39 4.77 4.24 0.270
H -5.40 3.75 3.26 0.320
C 11.92 -3.23 -2.99 -1.010
C 10.80 -3.88 -2.25 0.698
O 11.06 -4.54 -1.24 -0.639
N 9.58 -3.60 -2.62 -0.210
C 8.43 -4.00 -1.80 -0.853
H 12.27 -2.36 -2.42 0.248
H 11.73 -2.84 -3.98 0.338
H 12.77 -3.90 -3.12 0.288
H 9.39 -3.04 -3.44 0.240
H 8.30 -3.28 -0.99 0.282
H 8.53 -5.04 -1.49 0.275
H 7.49 -3.98 -2.34 0.342
C -0.47 9.18 8.18 -0.936
C 0.50 8.33 7.38 0.718
O 1.61 8.80 7.20 -0.655
N 0.16 7.12 7.06 -0.188
C 1.02 6.22 6.26 -0.918
H -1.49 8.80 8.14 0.293
H -0.29 10.17 7.74 0.264
H -0.25 9.32 9.24 0.255
H -0.78 6.80 7.23 0.204
H 2.09 6.41 6.37 0.314
H 0.79 6.08 5.21 0.299
H 1.07 5.21 6.68 0.349
N 3.67 -8.65 4.20 -0.570
C 2.73 -7.73 4.37 -0.158
C 3.01 -6.37 4.38 -0.393
C 4.38 -5.98 4.16 -0.135
C 5.36 -6.91 3.95 -0.480
C 4.96 -8.26 3.95 -0.103
H 1.71 -8.09 4.43 0.375
H 2.28 -5.61 4.63 0.356
H 4.62 -4.93 4.24 0.361
H 6.42 -6.73 3.99 0.344
H 5.61 -9.13 3.97 0.403
N -1.28 8.18 0.13 -0.550
C -1.26 9.40 0.87 -0.279
C -2.38 10.20 1.04 -0.348
C -3.58 9.75 0.49 -0.091
C -3.66 8.60 -0.27 -0.468
C -2.46 7.86 -0.41 -0.051
H -0.26 9.68 1.15 0.386
H -2.42 11.17 1.50 0.348
H -4.42 10.41 0.64 0.336
H -4.57 8.15 -0.64 0.348
H -2.51 6.92 -0.93 0.370
```